C76H169N7O12 | the ωB97M-V functional and the def2-TZVPD basis

Positions of all 264 atoms, in Å:
C1 14.5140 14.3317 21.5270
C2 14.0066 15.6538 21.9706
C3 15.0293 16.7288 22.0063
O1 13.0331 16.0469 21.0038
H1 13.7624 13.5649 21.7152
H2 15.3138 13.9457 22.1590
H3 14.8186 14.4243 20.4846
H4 13.5651 15.5903 22.9651
H5 14.6686 17.7458 22.1605
H6 15.6676 16.8046 21.1260
H7 15.7563 16.4974 22.7848
H8 13.6120 16.1142 20.2410
C4 20.7774 20.7549 16.7454
C5 19.8845 21.6993 15.8426
C6 19.8932 21.2621 14.4615
O2 18.5686 21.9621 16.2746
H9 21.8029 20.5478 16.4396
H10 20.3807 19.7423 16.8195
H11 20.8616 21.1744 17.7479
H12 20.2753 22.7150 15.9040
H13 19.4239 21.9661 13.7743
H14 19.5106 20.2417 14.4431
H15 20.9327 21.0653 14.1991
H16 18.6923 22.2242 17.1898
C7 22.0631 9.9304 20.8777
C8 20.9497 10.6499 20.0287
C9 20.4120 11.9247 20.7196
O3 21.5034 10.9525 18.7247
H17 22.9606 10.4983 21.1230
H18 22.3696 9.0790 20.2701
H19 21.5713 9.6116 21.7967
H20 20.0737 10.0047 19.9626
H21 19.7342 12.3967 20.0083
H22 21.1812 12.6045 21.0862
H23 19.9067 11.5737 21.6194
H24 21.8464 10.1190 18.3940
C10 20.4120 17.4261 24.5098
C11 19.9095 18.2838 23.3472
C12 18.3903 18.5144 23.5551
C13 17.8786 19.7500 22.7036
C14 18.7730 20.9517 22.8280
C15 20.2087 20.6993 22.4480
N1 20.6612 19.5713 23.3149
O4 22.0266 19.3795 23.0840
C16 20.3773 20.3609 20.9724
C17 21.0810 21.9904 22.7430
C18 20.0924 17.4532 22.0417
H25 19.7760 16.5477 24.6191
H26 20.2420 17.9458 25.4527
H27 21.4744 17.1880 24.4577
H28 17.6833 17.7367 23.2661
H29 18.1146 18.6371 24.6025
H30 16.8282 19.9574 22.9076
H31 17.8703 19.3372 21.6948
H32 18.9284 21.3431 23.8333
H33 18.3540 21.7600 22.2285
H34 20.3828 21.2484 20.3396
H35 21.2831 19.8057 20.7285
H36 19.5262 19.8624 20.5087
H37 20.9917 22.3455 23.7697
H38 22.1511 21.8664 22.5767
H39 20.7628 22.8564 22.1627
H40 19.7605 17.8990 21.1040
H41 19.4927 16.5478 22.1354
H42 21.0952 17.0652 21.8628
H43 22.3398 19.6111 23.9614
C19 15.4924 21.1397 18.8103
C20 14.4930 22.2718 18.5418
C21 14.0442 22.8333 19.9507
C22 13.1776 24.0599 19.9119
C23 13.7532 25.1639 19.0256
C24 14.3576 24.6434 17.6884
N2 15.1513 23.3422 17.7891
O5 15.6267 22.9334 16.5921
C25 13.2215 24.6676 16.5698
C26 15.3834 25.7417 17.2015
C27 13.1909 21.6678 17.9461
H44 15.8311 20.7397 17.8546
H45 15.1195 20.3241 19.4299
H46 16.4134 21.4288 19.3164
H47 13.5276 22.0741 20.5380
H48 14.9376 23.1306 20.4998
H49 12.8889 24.4368 20.8931
H50 12.2047 23.7812 19.5071
H51 14.5576 25.7183 19.5091
H52 12.8855 25.8113 18.8988
H53 12.8052 25.6569 16.3799
H54 13.5507 24.2276 15.6284
H55 12.3217 24.0969 16.7994
H56 15.6459 25.4924 16.1734
H57 14.8332 26.6777 17.1041
H58 16.3235 25.7894 17.7510
H59 12.3684 22.3829 17.9273
H60 12.7819 20.8048 18.4713
H61 13.3955 21.3293 16.9304
H62 16.4978 22.5630 16.7521
C28 13.8314 23.1118 13.1223
C29 14.9104 22.8224 12.0085
C30 16.2058 22.4891 12.7936
C31 16.2076 21.0824 13.4530
C32 16.0643 20.0947 12.2573
C33 14.6921 20.3020 11.4926
N3 14.6140 21.7467 11.0708
O6 13.5162 22.0452 10.3055
C34 14.8543 19.3828 10.2528
C35 13.4329 19.8068 12.1985
C36 15.2086 24.1002 11.1651
H63 13.7030 22.3726 13.9130
H64 12.8686 23.1175 12.6112
H65 13.9526 24.0702 13.6272
H66 17.0831 22.6205 12.1603
H67 16.3164 23.2195 13.5951
H68 15.3479 20.9309 14.1057
H69 17.0552 20.8200 14.0861
H70 16.0261 19.1227 12.7491
H71 16.8862 20.2863 11.5674
H72 15.0412 18.3460 10.5326
H73 13.9636 19.4628 9.6296
H74 15.6698 19.7727 9.6436
H75 12.5314 20.0055 11.6190
H76 13.4173 18.7415 12.4285
H77 13.2032 20.3422 13.1197
H78 14.3167 24.5753 10.7566
H79 15.9412 23.8692 10.3917
H80 15.7059 24.8381 11.7945
H81 13.9622 22.5127 9.5955
C37 24.2727 18.9053 17.3028
C38 24.3848 18.0931 18.6406
C39 22.8924 17.9865 19.2422
C40 21.9429 16.9685 18.5491
C41 22.6548 15.6126 18.3657
C42 24.0680 15.6446 17.6843
N4 24.8667 16.7217 18.3032
O7 26.1650 16.8153 17.8287
C43 24.7435 14.3721 18.1151
C44 23.8709 15.8511 16.1980
C45 25.3359 18.7398 19.7062
H82 24.0946 19.9599 17.5132
H83 23.4210 18.6272 16.6821
H84 25.1883 18.9341 16.7122
H85 22.8832 17.7994 20.3160
H86 22.4427 18.9794 19.2296
H87 21.7004 17.4655 17.6098
H88 20.9850 16.7769 19.0326
H89 22.0101 15.0701 17.6742
H90 22.7715 15.0828 19.3111
H91 25.0226 14.3394 19.1683
H92 24.1139 13.4829 18.0822
H93 25.6681 14.2932 17.5434
H94 22.9942 16.4621 15.9829
H95 24.8078 16.1698 15.7412
H96 23.7233 14.8887 15.7079
H97 26.0028 19.4826 19.2684
H98 25.9729 18.0033 20.1960
H99 24.7407 19.2172 20.4846
H100 26.7011 16.4656 18.5442
C46 13.6066 9.7336 17.3656
C47 13.0570 11.2228 17.5374
C48 13.8958 12.1290 16.4581
C49 13.2592 13.5700 16.1328
C50 11.8225 13.4036 15.7375
C51 11.0213 12.5122 16.7066
N5 11.6384 11.2168 17.0453
O8 10.8888 10.5018 17.9573
C52 10.6028 13.3642 17.9377
C53 9.7288 12.2945 15.8580
C54 13.3064 11.7506 18.9735
H101 13.0871 9.0006 17.9827
H102 14.6667 9.7401 17.6192
H103 13.4124 9.3943 16.3481
H104 14.8853 12.2310 16.9037
H105 14.0179 11.5808 15.5239
H106 13.8300 13.9968 15.3082
H107 13.3925 14.2334 16.9873
H108 11.8466 12.9588 14.7427
H109 11.4795 14.4380 15.7592
H110 10.1413 12.6939 18.6628
H111 11.4349 13.8684 18.4292
H112 9.8519 14.0893 17.6238
H113 9.9834 11.7140 14.9713
H114 8.9004 11.7191 16.2712
H115 9.2561 13.2336 15.5706
H116 13.0764 12.8074 19.1091
H117 14.3366 11.6836 19.3230
H118 12.7011 11.1416 19.6450
H119 10.9149 9.6223 17.5734
C55 15.7420 17.5635 15.2447
C56 16.9836 17.1716 16.0010
C57 17.2113 18.2408 17.1675
C58 18.3109 17.7309 18.1778
C59 18.0004 16.3750 18.7054
C60 17.7580 15.2516 17.5837
N6 16.7715 15.8446 16.6412
O9 16.3398 14.8714 15.6885
C61 19.0298 14.8123 16.8935
C62 17.1775 14.0613 18.3940
C63 18.2391 17.3126 15.1138
H120 14.8283 17.4515 15.8284
H121 15.6171 16.9421 14.3579
H122 15.7537 18.5510 14.7835
H123 17.4085 19.2613 16.8391
H124 16.2778 18.2862 17.7285
H125 18.3688 18.4137 19.0255
H126 19.2575 17.6305 17.6468
H127 17.1804 16.4349 19.4210
H128 18.8224 15.9776 19.3007
H129 19.3948 13.9223 17.4061
H130 18.9510 14.5208 15.8462
H131 19.8213 15.5369 17.0848
H132 16.7206 13.2589 17.8148
H133 17.9204 13.7137 19.1119
H134 16.4267 14.4230 19.0965
H135 18.2785 18.2849 14.6227
H136 18.1746 16.5564 14.3313
H137 19.2177 17.1227 15.5547
H138 17.0809 14.7212 15.0971
C64 14.9777 14.4653 12.6352
C65 15.9223 13.5063 11.8957
C66 15.4392 13.0773 10.5058
C67 15.4920 14.2598 9.5137
C68 16.9353 14.6838 9.4043
C69 17.5522 15.0969 10.7614
N7 17.2905 14.0050 11.8077
O10 17.7907 14.3049 13.0193
C70 19.0485 15.1754 10.5020
C71 17.0445 16.4694 11.0829
C72 15.8686 12.1460 12.6379
H139 14.3457 15.0779 11.9923
H140 15.4167 15.0650 13.4325
H141 14.2812 13.8671 13.2228
H142 15.8781 12.1763 10.0773
H143 14.3841 12.8159 10.5875
H144 14.7018 14.9718 9.7517
H145 15.2986 13.9585 8.4842
H146 16.9550 15.5662 8.7648
H147 17.4881 13.8697 8.9354
H148 19.4925 15.5633 11.4188
H149 19.6276 14.3003 10.2072
H150 19.2577 15.8233 9.6508
H151 17.3681 17.1635 10.3073
H152 15.9550 16.4688 11.0519
H153 17.3032 16.8147 12.0839
H154 15.9518 12.3599 13.7034
H155 16.7677 11.6056 12.3417
H156 15.0651 11.4216 12.5047
H157 18.3504 13.5377 13.1596
C73 12.5138 16.9652 17.4363
C74 13.5689 17.6547 18.2508
O11 14.4460 16.5749 18.4992
H158 12.2722 16.0069 17.8962
H159 12.7689 16.6939 16.4119
H160 11.5788 17.5254 17.4325
H161 13.3705 17.8396 19.3065
H162 14.0877 18.4636 17.7364
H163 14.9720 16.4387 17.7079
C75 17.3251 9.8867 16.1344
C76 18.1384 10.5737 17.2530
O12 18.9107 11.4837 16.5771
H164 16.4719 10.4290 15.7269
H165 16.9830 8.8926 16.4223
H166 17.9586 9.6384 15.2828
H167 18.7363 9.8696 17.8316
H168 17.5154 11.1541 17.9336
H169 19.7908 11.5051 16.9600

HOMO level = -8.03 eV
largest force on an atom = 0.0881 Eh/bohr
orbital gap = 8.408 eV

Here are the Löwdin charges for atoms 1 to 5, given in e: -0.055 -0.499 -0.065 -0.053 0.086